The following is a quantum chemistry calculation of one molecule with the formula C3H11N5, from the OMol25 dataset.

```
19
Properties=species:S:1:pos:R:3:forces:R:3
C -0.534319 -1.660925 -0.971250 -0.01 0.01 -0.08
N 0.667616 -1.039988 -0.439996 0.21 0.02 -0.13
C 0.553122 -0.506218 0.895907 0.21 0.56 0.14
N 0.140174 -1.573540 1.787992 0.01 -0.02 0.17
C -0.466990 0.662635 1.029492 -0.07 -0.88 0.01
N -0.027407 1.796131 0.274436 0.36 0.83 -1.91
N -0.220175 1.686079 -0.969472 -0.38 -0.40 1.82
N 0.299063 2.661436 -1.701375 0.42 0.59 -0.20
H -1.312689 -0.939371 -1.246317 -0.05 -0.04 0.00
H -0.255466 -2.228242 -1.858689 -0.11 -0.05 -0.02
H -0.929997 -2.339791 -0.219785 -0.09 -0.05 -0.13
H 0.969022 -0.299148 -1.067007 0.07 -0.22 0.16
H 1.553696 -0.098117 1.145027 -0.30 -0.08 -0.08
H 0.764101 -2.364293 1.667798 0.01 0.05 0.06
H 0.195677 -1.265817 2.751567 -0.01 -0.08 -0.03
H -0.522887 0.971543 2.074734 -0.08 -0.04 -0.04
H -1.442799 0.289778 0.702228 0.00 0.09 0.06
H 0.663683 3.488329 -1.232774 -0.18 -0.22 0.05
H -0.093426 2.759518 -2.622517 -0.02 -0.08 0.14
```
Positions in Å, forces in eV/Å.

Calculated values
frontier orbital gap = 9.717 eV
total energy = -394.62087 a.u.
net charge = 0
SMILES = CN[C@H](N)C/N=N/N
molar mass = 117.2 g mol⁻¹